Record 1
The following is a quantum chemistry calculation of C21H24N7O2S as an isolated structure, from the OMol25 dataset.

Its total charge is +1.

Last column: Löwdin charge in e.
CARTESIAN COORDINATES (ANGSTROEM)
H: 2.50 -2.25 -1.83  0.19
H: -5.36 -3.07 -0.25  0.11
N: 0.42 0.66 1.12  -0.13
N: -3.54 -2.60 1.66  0.04
C: 2.61 -1.27 -1.08  -0.02
C: 4.02 0.11 0.41  -0.25
N: 5.22 0.22 0.65  0.08
H: 6.35 -1.43 -2.47  0.05
H: 0.55 4.80 -0.30  0.06
C: 5.11 -1.16 -0.88  -0.09
C: -3.17 0.25 -0.82  -0.16
H: -3.63 3.57 -1.48  0.24
H: -5.86 2.45 -1.10  0.15
C: -6.04 0.20 -0.49  -0.01
H: 7.89 -1.25 0.19  0.18
C: -5.32 1.42 -0.82  0.04
H: 0.54 -1.22 -0.66  0.01
N: -1.29 3.92 -0.54  0.16
C: 2.78 0.74 0.80  0.09
C: -3.85 1.33 -1.08  -0.15
H: -4.06 -3.36 1.50  0.03
H: 0.62 -0.21 3.12  0.07
H: 7.49 0.59 0.80  0.16
H: 7.59 0.25 -1.08  0.05
C: 0.69 3.04 0.45  0.12
C: -6.00 -2.13 0.02  -0.01
H: 0.92 1.41 2.91  0.03
C: -1.93 3.00 -0.48  -0.59
C: -3.75 -0.76 -0.45  -0.22
C: 0.27 0.68 2.77  0.16
H: -7.05 0.36 -0.78  0.11
N: -1.46 1.86 0.06  0.19
C: 7.33 -0.17 -0.18  -0.04
O: -1.53 -1.39 0.37  -0.39
O: -2.63 -3.43 -0.67  -0.26
C: 1.45 -0.91 -0.54  0.07
C: 1.52 0.13 0.78  -0.24
H: -6.93 -2.22 -0.49  0.09
H: -0.83 0.94 3.14  0.17
H: -2.01 0.13 -0.94  0.17
C: -0.09 1.64 0.46  -0.17
H: 6.49 -2.73 -1.71  0.06
C: 3.89 -0.93 -0.56  -0.17
S: -2.72 -2.26 0.20  0.82
H: 2.79 1.25 1.87  0.16
H: 1.66 2.97 0.80  0.05
H: -3.60 -1.90 2.23  0.01
H: 5.04 -2.36 -2.49  -0.03
C: 5.75 -2.08 -2.00  0.08
N: -3.07 2.63 -1.03  0.12
C: 0.00 4.00 -0.34  -0.04
N: 5.96 -0.16 -0.23  -0.16
H: -0.47 -0.29 0.93  0.25
C: -5.14 -0.89 -0.38  -0.18
H: -6.08 -2.13 0.91  -0.05



Record 2
The following is a quantum chemistry calculation of a 2-piece molecular cluster, C21H24O2 overall, from the OMol25 dataset.

The value obtained for the relative energy (zero: lowest compared OMol25 entry of this formula, charge and spin) is 3.261 eV.

Last column: Löwdin charge in e.
CARTESIAN COORDINATES (ANGSTROEM)
C: -2.63 0.23 3.46  -0.22
H: 1.63 -0.87 4.04  0.10
C: -3.93 0.20 4.19  -0.03
H: -0.16 0.08 -4.06  0.10
H: 1.71 2.04 0.92  0.10
C: 3.16 0.44 -3.40  -0.03
H: -0.86 1.47 -0.42  0.09
H: 2.75 0.68 0.34  0.11
H: 3.93 0.04 -2.74  0.11
O: 2.48 -1.51 -1.50  -0.02
C: 1.71 1.02 0.50  -0.04
C: 0.86 0.46 -4.13  -0.04
H: 1.05 -2.22 3.04  0.10
H: -4.36 -0.81 4.19  0.10
C: 1.17 1.41 -5.11  -0.09
C: 3.48 1.39 -4.38  -0.09
C: -1.08 2.01 0.51  -0.03
H: -1.71 -1.21 4.78  0.13
H: 0.39 1.77 -5.78  0.10
C: 1.53 -0.97 -2.10  -0.45
H: -2.28 -2.70 -0.24  0.07
C: -0.15 0.19 2.07  -0.11
C: -1.21 1.09 1.67  -0.15
H: -3.23 1.73 2.03  0.12
H: 4.51 1.74 -4.46  0.10
H: 0.42 -1.99 4.69  0.09
H: 2.73 2.65 -5.98  0.10
H: -0.62 -0.72 -2.37  0.06
H: -1.49 -3.85 -1.33  0.08
C: 1.84 -0.02 -3.24  -0.15
C: -1.58 -0.59 3.90  0.01
O: 0.31 -2.49 0.22  -0.02
H: -3.81 0.51 5.24  0.10
H: 1.56 -0.90 1.42  0.12
C: 0.75 -1.47 3.78  -0.03
H: -2.01 2.57 0.36  0.09
C: 0.16 -1.17 -1.76  -0.06
H: -0.28 2.75 0.66  0.09
H: 1.26 1.04 -0.50  0.09
C: 2.48 1.88 -5.23  -0.10
C: -0.36 -0.61 3.25  -0.17
H: -4.65 0.87 3.71  0.08
H: -2.13 -2.32 -1.99  0.07
C: -0.30 -2.15 -0.81  -0.51
C: 1.03 0.04 1.33  0.07
C: -1.63 -2.78 -1.13  -0.04
C: -2.42 1.06 2.36  0.01



Record 3
The following is a quantum chemistry calculation of C21H25BrCsN5O3S2 as an isolated structure, from the OMol25 dataset.

Last column: Löwdin charge in e.
CARTESIAN COORDINATES (ANGSTROEM)
C: 0.65 -1.39 2.61  -0.94
H: 4.48 -1.89 -1.20  0.05
H: 2.42 1.51 -1.70  0.12
O: 5.47 -1.89 -1.25  0.04
H: -3.83 2.53 -2.16  0.09
H: -5.57 -2.13 -0.58  0.09
H: -6.48 -0.06 -1.37  0.12
H: 1.83 3.93 -1.95  0.11
O: -2.38 -1.27 -1.87  -0.11
S: -1.10 -1.45 2.41  0.85
H: 7.18 -0.40 3.45  0.09
S: 1.24 -1.24 4.27  0.91
C: 6.82 -0.72 2.48  -0.10
H: -3.81 -2.27 -0.45  0.08
N: 0.70 1.03 -0.69  0.00
C: 1.16 3.25 -1.44  -0.05
H: -0.34 4.73 -0.99  0.11
C: 3.49 -1.42 0.78  -0.47
Br: -2.50 3.30 0.48  0.76
H: -1.37 1.87 -3.11  0.09
H: -0.37 -1.55 6.00  0.07
H: -1.09 0.12 -3.14  0.06
H: -4.69 -1.16 0.61  0.09
H: 4.74 -0.66 3.05  0.10
N: -4.47 -0.55 -1.39  -0.08
C: -3.26 -0.42 -2.01  -0.48
C: -4.65 -1.59 -0.40  -0.03
N: 2.74 -1.27 1.86  0.00
C: -4.03 1.76 -2.91  -0.17
H: -5.44 1.14 -0.60  0.12
C: -0.44 1.45 -0.17  -0.21
C: -0.43 -1.14 4.99  -0.54
C: 1.49 1.91 -1.31  -0.12
C: -5.52 0.46 -1.45  -0.16
Cs: 0.53 -1.98 -1.16  1.13
H: -1.22 -3.01 4.24  0.08
H: -0.73 -0.10 5.05  0.07
H: -5.67 0.56 -3.59  0.12
C: -1.39 -1.94 4.13  -0.53
H: -1.88 0.92 -4.52  0.10
C: 7.71 -0.98 1.45  -0.10
N: 1.41 -1.39 1.59  -0.20
H: -1.06 0.72 0.34  0.08
C: -0.04 3.70 -0.91  -0.11
C: -0.85 2.78 -0.27  -0.66
H: -3.90 2.23 -3.89  0.12
H: -6.16 2.04 -2.76  0.12
C: 4.96 -1.26 1.02  -0.08
C: -1.78 0.91 -3.43  -0.03
C: 5.46 -0.86 2.26  -0.04
H: -2.43 -1.71 4.38  0.07
O: 3.08 -1.68 -0.40  -0.32
H: 8.78 -0.88 1.61  0.10
C: 7.25 -1.38 0.21  -0.03
H: 7.92 -1.59 -0.61  0.11
C: -5.44 1.22 -2.76  -0.15
N: -3.07 0.68 -2.80  -0.08
C: 5.88 -1.52 -0.02  -0.27



Record 4
The following is a quantum chemistry calculation of the molecule C21H25BrN2OS, from the OMol25 dataset.

The value obtained for the relative energy (zero: lowest compared OMol25 entry of this formula, charge and spin) is 0.021 eV. The structure (SMILES) is CN1CCC(=O)N([C@H](CSc2ccc(Br)cc2)Cc2ccccc2)CC1.

Last column: Löwdin charge in e.
CARTESIAN COORDINATES (ANGSTROEM)
N: 0.54 -1.26 2.05  -0.04
H: 1.43 -0.22 -0.37  0.08
H: 2.82 1.24 2.18  0.13
O: -0.82 -0.39 3.62  0.06
C: -0.40 -1.36 3.02  -0.46
H: 1.85 0.14 6.77  0.10
H: 3.90 -2.07 2.88  0.11
C: 2.18 0.22 4.66  -0.04
H: 1.94 -2.07 0.76  0.12
H: 1.63 1.14 4.54  0.12
H: 3.20 -0.33 1.46  0.11
C: -0.05 2.12 -3.70  -0.13
H: 4.11 -3.07 5.11  0.10
C: -2.44 2.04 -3.40  -0.13
H: 0.47 0.73 2.38  0.14
H: 1.23 1.48 0.15  0.09
H: -3.43 2.25 -3.77  0.10
C: 2.55 0.19 2.18  -0.09
C: -1.32 2.38 -4.16  -0.69
H: 3.08 -1.98 7.07  0.10
H: 0.51 -5.18 2.35  0.08
H: 0.81 2.39 -4.30  0.10
C: -0.93 -2.75 3.31  -0.06
H: -1.63 -2.64 4.14  0.12
C: 0.89 0.45 0.30  -0.39
H: -0.11 -3.40 3.64  0.11
C: 1.10 -2.41 1.37  -0.12
C: 1.07 0.06 1.76  -0.35
N: -0.83 -4.03 1.12  -0.23
H: -3.11 1.17 -1.58  0.10
C: 0.08 -3.12 0.46  -0.17
C: -2.26 1.44 -2.18  -0.11
H: 1.13 1.30 -2.14  0.09
H: 1.50 -3.12 2.10  0.12
C: -1.66 -3.38 2.11  -0.17
C: 3.57 -2.15 4.99  -0.09
C: 2.75 -0.40 3.56  -0.23
C: -0.97 1.17 -1.70  -0.53
S: -0.89 0.38 -0.12  1.00
H: 0.62 -3.70 -0.30  0.12
C: 0.13 1.51 -2.47  -0.09
Br: -1.56 3.23 -5.85  0.72
H: -1.03 -5.93 1.90  0.09
C: -0.24 -5.27 1.55  -0.10
H: 0.24 -5.75 0.69  0.09
C: 2.30 -0.35 5.92  -0.07
H: -0.52 -2.37 -0.05  0.09
C: 3.44 -1.58 3.73  -0.06
H: -2.36 -4.13 2.48  0.12
C: 2.99 -1.53 6.09  -0.09
H: -2.24 -2.60 1.60  0.13



E_LUMO: -3.525 -2.264 0.036 0.566 (eV)
Orbital gap: 0.2664 0.1632 0.2508 0.3187 (Ha)
DFT total energy: -1745.5847 -964.9919 -4705.3220 -3972.1897 (hartree)